Record 1
Computed, not measured: a structure of composition C51H42AsCl2N4O2PPbS5, with the ωB97M-V functional and the def2-TZVPD basis.

Positions of all 109 atoms, in Å:
Pb 0.79 -0.49 0.88
N 0.32 3.82 2.58
C 0.17 2.48 2.39
S 1.63 1.54 2.45
N -1.08 2.10 2.24
N -1.24 0.80 1.90
C -2.40 0.28 2.08
C -3.54 1.01 2.70
C -4.10 2.11 2.07
C -5.17 2.78 2.64
C -5.68 2.35 3.86
C -5.13 1.25 4.50
C -4.06 0.58 3.91
C -2.62 -1.13 1.63
C -3.87 -1.72 1.68
C -4.02 -3.03 1.24
C -2.92 -3.70 0.75
C -1.71 -3.03 0.71
N -1.56 -1.78 1.13
H 1.22 4.16 2.89
H -0.50 4.37 2.72
H -3.69 2.45 1.13
H -5.60 3.63 2.14
H -6.52 2.88 4.31
H -5.52 0.92 5.45
H -3.63 -0.28 4.41
H -4.72 -1.17 2.05
H -4.99 -3.50 1.27
H -2.99 -4.72 0.40
H -0.82 -3.49 0.30
S -1.37 1.27 -1.48
C -0.71 2.23 -2.82
C -1.62 2.95 -3.59
C -1.17 3.80 -4.59
C 0.20 3.92 -4.81
C 1.10 3.20 -4.04
C 0.66 2.35 -3.03
As 1.97 1.34 -1.94
C 2.88 2.83 -1.07
C 2.39 4.13 -1.06
C 3.02 5.11 -0.30
C 4.13 4.81 0.46
C 4.61 3.51 0.48
C 3.98 2.52 -0.26
C 3.17 0.90 -3.42
C 2.62 0.35 -4.58
C 3.44 -0.09 -5.61
C 4.82 0.00 -5.48
C 5.37 0.52 -4.33
C 4.55 0.96 -3.30
H -2.68 2.82 -3.41
H -1.88 4.35 -5.19
H 0.56 4.58 -5.59
H 2.16 3.30 -4.23
H 1.51 4.39 -1.63
H 2.62 6.12 -0.31
H 4.62 5.58 1.05
H 5.46 3.25 1.10
H 4.32 1.49 -0.18
H 1.55 0.27 -4.69
H 3.00 -0.51 -6.50
H 5.46 -0.35 -6.29
H 6.45 0.59 -4.22
H 5.01 1.37 -2.40
O -5.90 -4.58 -4.31
C -5.90 -3.72 -3.26
O -6.87 -3.60 -2.58
C -4.64 -2.95 -3.03
C -4.73 -1.79 -2.26
C -3.61 -1.03 -1.98
C -2.37 -1.43 -2.47
S -0.84 -0.63 -2.04
C -2.26 -2.59 -3.23
C -3.39 -3.35 -3.50
H -5.09 -4.49 -4.82
H -5.70 -1.50 -1.88
H -3.69 -0.14 -1.38
H -1.29 -2.92 -3.59
H -3.27 -4.26 -4.06
S 1.60 -2.68 2.43
P 3.52 -2.29 1.91
S 3.76 -1.11 0.33
C 4.36 -1.60 3.36
C 4.91 -0.32 3.33
C 5.51 0.21 4.47
C 5.57 -0.54 5.63
C 5.03 -1.82 5.66
C 4.42 -2.35 4.54
C 4.35 -3.88 1.61
C 3.77 -5.09 1.99
C 4.43 -6.29 1.75
C 5.67 -6.28 1.14
C 6.26 -5.08 0.77
C 5.60 -3.88 1.00
H 4.84 0.26 2.42
H 5.92 1.20 4.44
H 6.05 -0.13 6.51
H 5.08 -2.41 6.57
H 3.98 -3.34 4.57
H 2.79 -5.09 2.44
H 3.97 -7.22 2.03
H 6.19 -7.21 0.95
H 7.23 -5.07 0.29
H 6.05 -2.94 0.70
Cl 2.25 -5.64 -1.91
C 2.71 -3.94 -1.70
Cl 1.71 -2.85 -2.68
H 3.74 -3.82 -2.01
H 2.57 -3.66 -0.66

For the HOMO-LUMO gap, the calculation gives 7.35 eV. Its HOMO energy is -7.532 eV. Its charge is 0. The lowest unoccupied orbital energy is -0.182 eV.

Record 2
Computed, not measured: a structure of composition C51H42N3O4Sc in a non-equilibrium geometry, with the ωB97M-V functional and the def2-TZVPD basis.

Positions of all 101 atoms, in Å:
Sc -0.31 0.32 0.19
O 0.00 -0.13 2.01
C 0.53 -1.09 2.85
C 1.21 -2.23 2.02
C 0.19 -2.87 1.14
C -0.36 -4.09 1.51
C -1.35 -4.65 0.72
C -1.77 -3.96 -0.40
C -1.19 -2.73 -0.70
C -1.76 -1.87 -1.78
C -2.74 -0.85 -1.10
O -2.12 -0.23 -0.03
C -3.97 -1.65 -0.65
C -4.15 -1.95 0.69
C -5.23 -2.71 1.11
C -6.15 -3.18 0.18
C -5.98 -2.88 -1.16
C -4.90 -2.12 -1.57
C -3.18 0.23 -2.10
C -2.86 0.23 -3.45
C -3.24 1.29 -4.27
C -3.96 2.35 -3.75
C -4.30 2.35 -2.40
C -3.91 1.30 -1.59
N -0.21 -2.19 0.05
C 1.55 -0.53 3.86
C 2.89 -0.89 3.90
C 3.72 -0.41 4.91
C 3.23 0.44 5.88
C 1.90 0.84 5.82
C 1.07 0.36 4.82
C -0.58 -1.75 3.69
C -0.28 -2.69 4.68
C -1.30 -3.27 5.41
C -2.63 -2.94 5.17
C -2.92 -2.00 4.20
C -1.90 -1.41 3.46
H 1.65 -2.97 2.69
H 1.99 -1.77 1.42
H -0.03 -4.58 2.41
H -1.79 -5.60 0.98
H -2.56 -4.35 -1.03
H -2.29 -2.47 -2.52
H -0.96 -1.30 -2.25
H -3.42 -1.59 1.40
H -5.35 -2.95 2.16
H -7.00 -3.77 0.51
H -6.70 -3.24 -1.89
H -4.78 -1.88 -2.63
H -2.29 -0.58 -3.88
H -2.96 1.28 -5.31
H -4.25 3.17 -4.39
H -4.86 3.18 -1.98
H -4.16 1.29 -0.53
H 3.30 -1.57 3.17
H 4.76 -0.72 4.93
H 3.88 0.80 6.67
H 1.50 1.52 6.57
H 0.03 0.66 4.79
H 0.75 -2.95 4.89
H -1.06 -4.00 6.18
H -3.42 -3.39 5.75
H -3.96 -1.72 4.01
H -2.11 -0.66 2.70
C 4.08 -0.95 -1.19
C 4.99 -0.09 -0.59
C 4.52 0.87 0.28
C 3.15 0.96 0.54
N 2.28 0.14 -0.05
C 2.73 -0.78 -0.90
C 2.59 1.98 1.46
C 3.38 2.71 2.34
C 2.79 3.68 3.13
C 1.42 3.85 3.05
C 0.70 3.05 2.18
N 1.27 2.15 1.39
H 4.40 -1.72 -1.88
H 6.05 -0.17 -0.80
H 5.21 1.56 0.74
H 1.98 -1.41 -1.35
H 4.45 2.54 2.41
H 3.39 4.26 3.82
H 0.91 4.60 3.65
H -0.37 3.14 2.09
C -0.61 4.62 -0.95
C -0.58 3.13 -1.22
O -0.81 2.37 -0.28
C -0.26 2.67 -2.55
C -0.32 3.53 -3.66
C -0.02 3.09 -4.93
C 0.38 1.76 -5.12
C 0.46 0.90 -4.05
C 0.13 1.30 -2.73
O 0.22 0.46 -1.77
H -0.66 4.78 0.13
H -1.49 5.08 -1.41
H 0.28 5.10 -1.35
H -0.63 4.55 -3.52
H -0.09 3.76 -5.78
H 0.64 1.42 -6.11
H 0.77 -0.13 -4.19

For the HOMO-LUMO gap, the calculation gives 7.79 eV. Its HOMO energy is -7.773 eV. Its charge is 0. The lowest unoccupied orbital energy is 0.021 eV.

Record 3
Computed, not measured: a structure of composition C51H44BrGeN4NaO3Si, with the ωB97M-V functional and the def2-TZVPD basis.

Positions of all 106 atoms, in Å:
Na -1.91 -0.24 -1.31
Br -8.72 1.50 -4.04
C -6.87 1.09 -3.76
C -5.95 1.38 -4.75
C -4.62 1.06 -4.48
C -4.18 0.50 -3.29
O -2.85 0.30 -3.11
C -5.14 0.19 -2.26
C -4.95 -0.41 -0.98
N -3.82 -0.90 -0.47
C -3.81 -1.52 0.75
C -4.91 -1.56 1.64
C -4.86 -2.28 2.82
C -3.73 -3.00 3.17
C -2.60 -2.94 2.35
C -1.42 -3.74 2.69
C -0.33 -3.72 1.94
C -0.24 -2.83 0.76
N -1.48 -2.18 0.29
C -2.62 -2.18 1.18
C -6.49 0.53 -2.57
H -6.25 1.82 -5.69
H -3.89 1.29 -5.25
H -5.88 -0.46 -0.41
H -5.81 -1.02 1.40
H -5.73 -2.29 3.47
H -3.69 -3.60 4.07
H -1.46 -4.34 3.60
H 0.56 -4.29 2.22
H 0.23 -3.34 -0.09
H -7.25 0.32 -1.82
N 5.26 1.11 -1.77
C 4.13 1.07 -2.03
C 2.76 1.03 -2.37
C 1.83 1.95 -1.82
C 0.52 1.90 -2.17
N 0.00 0.96 -3.06
C 0.91 0.01 -3.53
C 2.22 0.02 -3.22
H 2.14 2.70 -1.11
H -0.19 2.60 -1.76
H 0.49 -0.75 -4.17
H 2.86 -0.76 -3.62
O 0.50 -1.05 2.28
C 0.43 -1.45 1.04
O -0.80 -0.86 0.32
C 1.71 -1.17 0.24
C 2.62 -0.19 0.97
Ge 2.46 -0.47 2.91
C 2.63 -2.35 3.46
C 3.48 -3.20 2.76
C 3.55 -4.56 3.06
C 2.79 -5.08 4.10
C 1.95 -4.23 4.82
C 1.87 -2.89 4.49
C 1.52 0.68 4.22
C 2.13 1.83 4.72
C 1.49 2.65 5.65
C 0.23 2.32 6.11
C -0.39 1.18 5.63
C 0.24 0.38 4.68
C 4.37 0.09 3.45
C 4.87 -0.28 4.71
C 6.14 0.06 5.14
C 6.98 0.80 4.30
C 6.53 1.17 3.05
C 5.24 0.82 2.64
H 1.45 -0.83 -0.77
H 2.23 -2.12 0.11
H 2.35 0.85 0.75
H 3.66 -0.32 0.66
H 4.10 -2.81 1.95
H 4.20 -5.21 2.49
H 2.84 -6.13 4.34
H 1.35 -4.63 5.63
H 1.18 -2.26 5.04
H 3.13 2.11 4.40
H 1.98 3.55 6.01
H -0.28 2.96 6.83
H -1.39 0.91 5.97
H -0.28 -0.48 4.28
H 4.24 -0.86 5.38
H 6.49 -0.25 6.12
H 7.98 1.07 4.63
H 7.16 1.74 2.38
H 4.93 1.13 1.64
C -2.26 2.80 -2.98
Si -1.56 1.34 -4.03
C -1.49 -0.09 -5.31
C -0.96 2.62 -5.40
C 0.36 2.64 -5.86
C 0.79 3.52 -6.85
C -0.12 4.39 -7.45
C -1.44 4.37 -7.03
C -1.84 3.52 -6.01
H -3.23 3.10 -3.38
H -1.60 3.66 -3.05
H -2.43 2.54 -1.94
H -2.35 0.01 -5.97
H -1.55 -1.08 -4.85
H -0.60 -0.02 -5.94
H 1.10 1.97 -5.43
H 1.83 3.52 -7.15
H 0.21 5.06 -8.23
H -2.16 5.04 -7.48
H -2.88 3.56 -5.68

For the HOMO-LUMO gap (alpha / beta), the calculation gives 5.64 / 4.06 eV. Its HOMO energy (alpha / beta) is -2.003 / -0.423 eV. Its charge is -2. The lowest unoccupied orbital energy (alpha / beta) is 3.635 / 3.639 eV.

Record 4
Computed, not measured: a structure of composition C51H44BrIrN4O5Te in a non-equilibrium geometry, with the ωB97M-V functional and the def2-TZVPD basis.

Positions of all 107 atoms, in Å:
Ir 0.35 -1.16 1.36
C -3.70 0.75 -0.63
C -2.37 0.49 -0.37
N -1.96 -0.29 0.63
C -2.89 -0.89 1.40
C -4.28 -0.67 1.22
C -4.67 0.20 0.18
C -5.20 -1.32 2.06
C -4.76 -2.22 3.02
C -3.42 -2.47 3.18
C -2.45 -1.78 2.42
N -1.12 -2.00 2.54
C -0.57 -2.61 3.61
C -1.04 -2.49 4.93
C -0.41 -3.15 5.96
C 0.67 -3.99 5.73
C 1.20 -4.12 4.43
C 2.29 -4.95 4.09
C 2.74 -4.97 2.78
C 2.13 -4.16 1.83
N 1.10 -3.39 2.13
C 0.62 -3.37 3.38
H -3.96 1.40 -1.45
H -1.60 0.92 -1.00
H -5.72 0.41 0.02
H -6.26 -1.15 1.91
H -5.48 -2.74 3.63
H -3.08 -3.23 3.87
H -1.85 -1.81 5.14
H -0.76 -3.02 6.98
H 1.15 -4.51 6.54
H 2.75 -5.56 4.85
H 3.57 -5.60 2.50
H 2.46 -4.15 0.80
O 3.18 -1.41 2.06
C 3.20 -0.66 1.11
O 2.19 -0.21 0.48
H 4.18 -0.30 0.70
C -0.64 6.37 -2.39
C -0.21 4.93 -2.33
C -0.06 4.28 -1.12
C 0.32 2.95 -1.04
C 0.51 2.36 0.31
C 0.58 2.24 -2.22
Te 0.96 0.10 -2.13
N 0.21 -1.97 -0.30
C -0.46 -2.44 -1.31
O -0.03 -2.37 -2.49
C -1.84 -2.96 -1.06
C -2.85 -2.57 -1.94
C -4.15 -2.98 -1.72
C -4.45 -3.79 -0.64
C -3.44 -4.19 0.23
C -2.14 -3.77 0.03
C 2.81 0.29 -3.21
C 3.02 -0.49 -4.35
C 1.99 -1.45 -4.86
C 4.19 -0.33 -5.08
C 5.17 0.57 -4.70
C 6.43 0.75 -5.50
C 4.96 1.31 -3.54
C 3.80 1.18 -2.79
C 3.66 2.00 -1.55
C 0.43 2.89 -3.45
C 0.66 2.16 -4.74
C 0.05 4.22 -3.49
H -0.77 6.77 -1.39
H -1.59 6.46 -2.92
H 0.10 6.97 -2.92
H -0.25 4.82 -0.19
H -0.03 2.93 1.06
H 1.57 2.38 0.57
H 0.19 1.32 0.37
H -2.58 -1.95 -2.78
H -4.93 -2.66 -2.39
H -5.47 -4.10 -0.46
H -3.67 -4.83 1.06
H -1.35 -4.05 0.70
H 1.40 -1.87 -4.05
H 2.47 -2.27 -5.40
H 1.32 -0.94 -5.55
H 4.34 -0.92 -5.97
H 6.35 0.26 -6.46
H 7.28 0.33 -4.96
H 6.62 1.81 -5.66
H 5.72 2.01 -3.22
H 4.63 2.36 -1.21
H 3.19 1.40 -0.77
H 3.01 2.86 -1.74
H 0.21 1.17 -4.68
H 1.73 2.02 -4.92
H 0.24 2.71 -5.58
H -0.07 4.70 -4.45
Br 0.41 6.03 4.06
C -0.60 4.48 3.60
C -1.84 4.65 2.99
C -2.56 3.52 2.65
C -2.07 2.26 2.92
C -0.83 2.11 3.52
C -0.08 3.23 3.87
C -0.26 0.72 3.86
O -0.50 0.28 4.97
O 0.43 0.20 2.94
H -2.22 5.64 2.78
H -3.53 3.63 2.17
H -2.64 1.38 2.64
H 0.89 3.12 4.32

For the HOMO-LUMO gap (alpha / beta), the calculation gives 5.40 / 5.72 eV. Its HOMO energy (alpha / beta) is -4.186 / -4.154 eV. Its expectation value of S² is 0.908. Its charge is -1. The lowest unoccupied orbital energy (alpha / beta) is 1.216 / 1.566 eV. As for the spin multiplicity: 2.

The records above yield total energy values of -218224.801, -86936.956, -204557.453, -149974.908 eV, respectively.
The records above yield molar mass values of 1287.3, 805.9, 964.5, 1192.7 g mol⁻¹, respectively.